ORCA calculation (ωB97M-V/def2-TZVPD) on a molecular structure, C62H64ClFN8O6SiW at a distorted geometry.

The charge is +2. Its expectation value of S² is 2.022. Its LUMO energy (alpha / beta) is -4.81 / -5.25 eV. Its multiplicity is 3. The value obtained for the total energy is -114473.01080 eV. The calculation puts the frontier orbital gap (alpha / beta) at 6.244 / 6.387 eV. Its HOMO energy (alpha / beta) is -11.1 / -11.6 eV. As for the energy above the lowest of the compared OMol25 structures with the same formula, charge and spin: 0.000 eV.

Element x y z (Å)
W 0.19183 -0.49313 -0.15458
Cl 0.38996 1.22627 -7.22381
Si -1.86224 -2.64703 1.70256
F -2.43571 -6.26048 -2.40292
O -2.14692 2.08548 -2.40811
O 3.39544 5.48673 3.01977
O -1.23552 -1.65203 -1.12757
O -0.80024 -1.46337 1.27148
O -2.96570 4.62582 4.09479
O -0.60272 0.76317 -1.50104
N -4.10226 -1.25361 -3.94294
N 1.97067 -1.18682 0.77663
N -6.52136 -7.44572 -5.00856
N -4.57800 -6.07006 -4.27120
N -0.92111 1.24531 1.13237
N 3.06971 -0.67445 0.40165
N 1.53782 0.88853 2.42731
N 1.72649 1.01158 -0.47551
C -5.80158 -6.91390 -6.21536
C -2.06502 -1.50177 -2.03217
C 1.28514 -1.47797 -1.88731
C -2.70818 2.99101 2.40531
C 0.94326 2.07699 2.46794
C -2.88258 -5.04632 -2.76455
C 1.10394 -0.82482 -3.23084
C -6.01572 -2.60053 -0.58124
C -2.23196 1.25507 0.86319
C 0.68041 0.42898 -5.70811
C 2.69175 2.99106 -1.35399
C -1.01793 -6.77592 1.38611
C 1.50204 -2.33821 2.88488
C -3.19532 -3.58707 4.02835
C -5.14593 -1.04252 -4.96983
C -4.10097 -3.77741 0.29992
C 2.90112 3.12730 3.36117
C 2.94744 0.51018 -0.28068
C -3.45190 -0.18877 -3.46603
C -5.33815 -3.78817 -0.33981
C 0.51521 -5.60217 -0.03218
C 4.09715 1.18736 -0.66394
C -1.11379 -4.33853 1.28290
C 2.86104 -4.20810 3.56890
C -0.49790 2.10111 2.05801
C 1.59077 3.22209 2.90267
C -0.07175 -0.67704 -5.35758
C -2.44004 -0.25283 -2.55407
C -1.58059 -5.56750 1.77578
C -3.15039 -1.11979 3.70073
C 1.68551 0.87797 -4.86732
C -3.67190 3.89668 3.11327
C -4.59086 -1.14953 -6.38258
C -5.44837 -1.40198 -0.16134
C -2.30403 -3.95078 -2.20332
C 1.89159 0.24674 -3.64942
C 3.59180 -4.10916 2.39117
C 3.29496 -3.11966 1.47295
C -4.49424 -7.36983 -3.59723
C -4.22032 -1.40813 0.48890
C -1.35964 2.98246 2.70117
C 3.61243 4.36364 3.85928
C 3.96660 2.44845 -1.20472
C 0.15550 -1.29497 -4.13536
C 0.03646 -6.79810 0.48335
C 2.78577 0.79507 2.86201
C -3.71692 -2.53141 -3.55317
C -3.50471 -2.58789 0.73305
C 1.82709 -3.31649 3.81440
C -1.72636 0.98609 -2.14371
C 2.24327 -2.24448 1.72245
C -2.70898 -2.67620 -2.59181
C -4.49638 -6.24584 -5.72400
C 1.59660 2.23722 -0.99323
C -2.33602 -2.40857 3.52655
C -1.09701 -2.31109 4.42419
C -3.14810 2.09352 1.44664
C -5.59401 -8.29146 -4.18312
C -3.91752 -4.94092 -3.71096
C -0.05866 -4.39927 0.36130
C 3.50229 1.87925 3.35070
C -4.31403 -3.67819 -4.09296
H 0.58854 2.59523 -1.12389
H -5.77448 -4.73644 -0.64004
H -0.39251 -2.20186 -3.90126
H -5.94865 -1.75380 -4.79396
H 3.20463 4.63585 4.83108
H 0.32756 -3.48819 -0.06727
H -3.33583 -0.95799 4.76974
H -5.38926 -1.00311 -7.11019
H 5.05440 0.70895 -0.50029
H -5.56322 -0.05548 -4.79452
H -0.55935 -1.36838 4.27284
H -1.51837 -4.07214 -1.46224
H -2.60280 -4.49560 4.14158
H 0.72255 -1.61922 3.06857
H -0.81415 -1.06236 -6.04805
H -4.12157 -1.17027 3.20292
H -5.18761 -9.05203 -4.84414
H -4.13152 -2.12457 -6.55990
H -4.65244 -7.22905 -2.53270
H 1.27795 -3.38037 4.74483
H 0.91445 -2.49940 -1.96396
H 4.40010 -4.80118 2.19149
H -7.36726 -7.94752 -5.26893
H -3.59323 -4.72353 0.45415
H -4.13881 4.55783 2.37520
H 3.96572 5.41925 2.24838
H -3.57436 5.20318 4.56425
H -0.40753 -3.13695 4.24500
H 1.11161 4.19229 2.85814
H -3.83160 -0.38404 -6.55481
H -1.40064 -2.35753 5.47554
H 4.84128 3.01150 -1.50559
H -6.98540 -2.60493 -1.06646
H -3.52646 -7.85186 -3.73306
H 3.86224 -3.02621 0.55590
H -1.40144 -7.70443 1.79309
H -5.11447 -3.59102 -4.81680
H 1.34519 -5.60185 -0.73118
H -3.76124 0.77874 -3.84602
H 2.54485 3.98379 -1.75830
H -0.98227 3.64593 3.46329
H 4.51414 1.73812 3.71444
H -6.77133 -6.63822 -4.43532
H 4.67382 4.15523 3.99835
H -5.60610 -7.75438 -6.87526
H -3.83322 -0.45981 0.83654
H -4.46360 3.28039 3.55213
H -2.39746 -5.59482 2.48489
H -3.59559 -3.33883 5.01777
H 2.69914 0.59227 -3.01631
H -3.63466 -6.86518 -5.99074
H 2.34197 -1.53056 -1.64894
H 2.30898 1.71005 -5.17210
H -5.97450 -0.46461 -0.31505
H -4.37060 -5.28527 -6.21029
H -2.60823 -0.24858 3.32610
H -6.17485 -8.78017 -3.40658
H 3.24277 -0.19158 2.81732
H 3.10342 -4.97210 4.29733
H -4.19417 2.03672 1.16323
H -6.46981 -6.21964 -6.71736
H -2.56968 0.54751 0.12978
H -4.04894 -3.80254 3.37595
H 0.48395 -7.73987 0.18787

Atom charges from the Löwdin analysis, given in e for atoms 1 to 8: number 1, W, carries 1.811; number 2, Cl, carries 0.672; number 3, Si, carries 0.581; number 4, F, carries 0.083; number 5, O, carries 0.124; number 6, O, carries -0.042; number 7, O, carries -0.150; number 8, O, carries -0.432